Record 1
ORCA calculation (ωB97M-V with the def2-TZVPD basis set) on 2 unconnected molecules or ions with the total composition C5H14.

ORCA input file:
```
! wB97M-V def2-TZVPD RIJCOSX def2/J DEFGRID3
* xyz 0 1
C 1.049 -1.856 -0.834
C -1.324 2.058 -1.379
C 0.250 -1.312 1.584
C -1.239 2.430 0.112
C 1.437 -1.474 0.620
H -1.880 3.252 0.388
H 1.647 -2.675 -1.225
H 2.236 -2.063 1.060
H -0.698 2.590 -2.093
H 0.436 -0.635 2.415
H -0.493 -0.860 0.929
H 1.130 -0.974 -1.458
H -0.123 -2.232 2.038
H 0.023 -2.227 -0.849
H -2.279 1.793 -1.835
H -0.205 2.761 0.248
H -1.303 1.510 0.671
H -0.896 1.036 -1.455
H 1.746 -0.426 0.517
*
```

structure (SMILES): CCC.CC
HOMO-LUMO gap: 12.314 eV
ΔE to the lowest compared entry with this formula, charge and spin: 72.35 kJ/mol

***

Record 2
ORCA calculation (ωB97M-V with the def2-TZVPD basis set) on 7 unconnected molecules or ions with the total composition H13O7.

ORCA input file:
```
! wB97M-V def2-TZVPD RIJCOSX def2/J DEFGRID3
* xyz -1 1
O 1.853 -0.446 -0.099
O 0.604 1.479 2.001
O -0.024 -0.954 -2.032
O -0.018 -1.478 1.531
O -2.145 1.524 0.125
O 1.310 1.829 -1.315
O -2.281 -1.435 -0.342
H 0.751 -1.023 1.058
H -2.549 0.660 -0.020
H -1.701 -1.651 -1.091
H 0.550 -0.987 -1.237
H -1.280 1.423 0.527
H 1.647 1.099 -0.720
H 0.177 0.649 1.748
H 0.402 2.000 -1.046
H 0.190 -0.076 -2.371
H 0.265 -2.382 1.350
H 2.628 -0.672 0.422
H 1.188 1.633 1.246
H -1.566 -1.193 0.266
*
```

HOMO-LUMO gap: 9.497 eV
ΔE to the lowest compared entry with this formula, charge and spin: 28.33 kJ/mol

***

Record 3
ORCA calculation (ωB97M-V with the def2-TZVPD basis set) on a single C5H8N2 molecule.

ORCA input file:
```
! wB97M-V def2-TZVPD RIJCOSX def2/J DEFGRID3
* xyz 0 1
N -0.462 -1.507 0.677
N -1.582 1.814 1.340
C -0.613 0.827 1.685
C -0.543 -0.382 1.175
C 0.497 -0.378 -1.345
C 1.694 0.154 -1.568
C 0.263 -1.662 -0.600
H -0.399 0.149 -1.676
H -2.269 1.444 0.693
H -2.074 2.144 2.164
H -0.321 -2.364 -1.206
H 2.607 -0.335 -1.231
H 1.215 -2.156 -0.372
H 1.808 1.101 -2.089
H 0.179 1.151 2.354
*
```

structure (SMILES): C=CCN=C=CN
HOMO-LUMO gap: 8.949 eV
ΔE to the lowest compared entry with this formula, charge and spin: 243.62 kJ/mol

***

Record 4
ORCA calculation (ωB97M-V with the def2-TZVPD basis set) on 10 unconnected molecules or ions with the total composition C30H56N3O16.

ORCA input file:
```
! wB97M-V def2-TZVPD RIJCOSX def2/J DEFGRID3
* xyz -1 1
O -4.352 1.622 -2.143
O 5.257 3.945 2.780
O 2.193 -1.115 -2.674
O -0.284 2.272 -2.731
O 1.479 -2.860 -0.101
O -0.694 3.370 1.330
O 1.670 2.632 -3.209
O 2.633 -3.225 -2.828
O -0.762 -0.194 1.430
O 3.771 -1.814 -3.900
O 5.704 -0.941 -2.127
O -2.097 -0.329 6.309
O 3.548 -1.268 3.498
O -5.661 1.196 2.341
O -0.993 -1.997 -2.317
O 0.920 3.551 -1.570
N 0.306 0.317 -0.637
N 0.670 3.068 -2.669
N 2.802 -2.047 -3.244
C 2.039 -3.733 0.824
C 3.897 -0.172 3.311
C -1.753 4.318 1.371
C -2.108 4.602 -0.113
C -6.448 2.336 -2.935
C -1.817 -2.187 -3.411
C 7.277 -0.904 -0.314
C 5.452 0.158 3.347
C -0.831 0.119 0.299
C -4.735 0.925 3.162
C 5.834 1.642 3.317
C -2.971 -0.856 4.005
C 2.918 0.973 2.977
C -5.640 -0.031 -3.429
C 3.528 2.381 2.860
C -2.885 3.818 2.280
C 2.000 -5.192 0.245
C -3.927 -0.254 2.963
C -5.710 1.201 -2.441
C -2.142 0.472 -0.315
C 1.186 -3.670 2.070
C -2.036 -3.669 -3.635
C 1.686 0.626 0.015
C 4.889 2.748 2.885
C -2.850 -0.019 5.342
C -1.371 -1.238 -4.581
C -4.519 1.621 4.351
C 5.262 -1.887 0.152
C 6.180 -1.688 -1.014
C -3.624 1.097 5.462
H -3.687 4.552 2.201
H 6.531 -2.623 -1.518
H -1.095 -4.197 -3.997
H 0.305 -4.214 1.930
H 2.805 2.993 2.458
H 1.794 -2.876 -1.061
H 2.936 -3.439 1.315
H -2.666 3.863 -0.751
H -2.516 -4.030 -4.388
H -2.304 -1.661 3.697
H 2.493 0.639 -0.450
H -2.601 -4.050 -2.831
H 7.845 -1.639 0.326
H 2.983 -5.634 0.628
H 0.185 1.043 -1.257
H -0.058 3.389 0.502
H -2.976 0.615 0.373
H 4.768 -0.983 0.631
H -7.596 2.265 -2.754
H -2.304 -0.157 -1.136
H 4.870 -1.119 -2.439
H 1.465 -4.128 2.892
H 1.744 -0.109 0.725
H -5.066 0.309 -4.177
H 6.912 2.032 3.528
H 1.977 0.654 3.202
H -0.639 -1.616 -5.231
H -2.291 1.429 -0.919
H -6.048 3.234 -2.476
H 0.251 -0.541 -1.163
H -4.050 2.119 -2.955
H -0.252 -2.427 -2.600
H 6.141 -0.448 3.460
H -5.016 2.626 4.572
H -4.994 -1.077 -2.974
H -2.102 -0.895 -5.183
H -1.324 5.246 -0.590
H 5.642 -2.614 0.919
H 1.437 1.539 0.417
H -3.405 3.017 2.028
H -4.032 -0.772 1.875
H 2.143 -5.084 -0.866
H 8.000 -0.685 -1.081
H -6.551 -0.465 -3.537
H 1.170 -5.738 0.611
H -2.725 5.460 0.052
H -1.222 -0.347 -3.883
H 4.382 -2.488 -0.289
H -3.469 1.834 6.180
H -6.414 2.484 -3.958
H -5.982 0.741 -1.416
H -1.298 5.191 1.873
H -2.880 -1.937 -3.024
H -2.381 3.576 3.266
H 1.197 -2.647 2.490
H 7.091 0.032 0.119
*
```

HOMO-LUMO gap: 4.501 eV
ΔE to the lowest compared entry with this formula, charge and spin: 50.66 kJ/mol

***

Record 5
ORCA calculation (ωB97M-V with the def2-TZVPD basis set) on 2 unconnected molecules or ions with the total composition C4H8Cl4NOP.

ORCA input file:
```
! wB97M-V def2-TZVPD RIJCOSX def2/J DEFGRID3
* xyz 0 1
Cl -0.858 -1.606 -2.045
Cl -1.659 0.760 2.267
Cl -2.990 0.649 -0.465
Cl 0.007 1.682 -2.129
P -1.752 -0.383 0.704
O -2.338 -1.736 0.970
N -0.216 -0.212 0.152
C 0.045 1.814 -0.427
C 0.370 -1.058 -0.779
C 1.272 2.085 0.345
C 0.706 -2.256 0.084
H -0.778 2.237 0.132
H 1.740 1.029 0.689
H 1.114 2.550 1.264
H 1.309 -3.023 -0.279
H -0.142 -2.832 0.215
H 1.202 -1.990 0.999
H 1.922 2.765 -0.251
H 1.047 -0.475 -1.445
*
```

HOMO-LUMO gap (spin up / spin down): 9.104 / 9.103 eV
ΔE to the lowest compared entry with this formula, charge and spin: 182.16 kJ/mol

***

Record 6
ORCA calculation (ωB97M-V with the def2-TZVPD basis set) on 8 unconnected molecules or ions with the total composition C13H42N2O14.

ORCA input file:
```
! wB97M-V def2-TZVPD RIJCOSX def2/J DEFGRID3
* xyz 1 2
O 4.425 -0.473 1.026
O 2.000 0.077 -3.491
O -0.996 4.937 -1.857
O -1.803 3.797 -4.488
O -1.707 -2.822 4.399
O -4.890 -0.970 0.487
O -0.559 0.327 -0.630
O 1.187 -6.168 -2.020
O 0.483 -3.446 -1.021
O -4.394 1.810 -0.521
O -0.979 -0.875 2.200
O 2.074 2.318 2.827
O 3.081 -1.915 -1.803
O -0.450 3.590 3.477
N 1.467 1.679 -1.994
N 2.556 2.118 -3.812
C -4.705 1.411 0.784
C -0.172 3.194 2.183
C -0.078 -1.811 2.833
C 0.758 -5.853 -0.726
C -4.186 0.044 1.156
C 0.775 1.961 2.305
C 3.407 -1.192 0.303
C -0.758 -3.117 3.357
C 1.210 -4.458 -0.285
C -1.333 3.062 -3.331
C 2.051 1.199 -3.053
C -1.741 3.747 -2.066
C 4.098 -1.373 -1.015
H 0.520 -1.337 3.611
H -0.002 -3.746 3.828
H -0.172 -0.542 -0.731
H 2.420 -0.739 0.212
H -5.757 1.425 1.069
H 0.157 3.943 1.462
H -1.581 3.441 -5.352
H -1.216 -3.756 2.602
H 3.049 1.670 -4.570
H 1.157 -2.876 -1.398
H -0.245 3.023 -3.386
H 3.341 -2.140 0.837
H 4.116 0.436 1.048
H 1.855 2.720 3.671
H -1.533 -0.426 2.841
H 0.905 1.377 1.394
H 1.036 -4.311 0.781
H 3.043 -1.309 -2.546
H -1.134 5.312 -0.984
H 4.360 -0.411 -1.457
H -0.329 -5.888 -0.796
H 0.338 1.280 3.035
H -4.332 2.220 1.412
H 0.505 -6.744 -2.374
H -1.038 2.834 1.628
H -2.793 4.024 -2.002
H 2.787 2.964 -3.310
H 1.221 -6.534 -0.012
H -1.531 3.048 -1.256
H -3.112 -0.058 0.997
H -4.252 2.757 -0.466
H 4.960 -2.039 -1.038
H -4.843 -0.681 -0.427
H -0.947 0.317 0.245
H -1.612 2.009 -3.375
H 0.646 -2.279 2.167
H 0.883 0.989 -1.543
H -1.310 -3.176 5.198
H 1.509 2.667 -1.787
H 2.281 -4.321 -0.427
H -4.353 -0.189 2.208
H 0.182 4.253 3.764
*
```

HOMO-LUMO gap (spin up / spin down): 9.364 / 2.715 eV

***

Record 7
ORCA calculation (ωB97M-V with the def2-TZVPD basis set) on a molecular structure, C22H25BrInN5O3.

ORCA input file:
```
! wB97M-V def2-TZVPD RIJCOSX def2/J DEFGRID3
* xyz 2 1
In -0.129 0.267 -1.187
Br -3.009 -0.149 -0.871
O 1.967 -0.185 -0.486
O 3.969 -1.861 -0.203
O -0.112 -1.804 -1.908
N 0.382 2.266 -1.565
N 0.486 4.410 -2.044
N -0.350 0.036 0.959
N 0.911 0.180 1.610
N 1.138 -3.698 -1.487
C -5.056 1.270 1.180
C 6.018 0.719 1.438
C -2.681 0.534 1.045
C -6.366 2.266 -0.646
C 0.195 -4.272 -0.479
C 5.092 1.191 2.335
C 0.868 -2.611 -2.168
C -0.165 3.271 -2.272
C -7.388 1.314 -0.410
C 3.792 0.717 2.240
C -3.804 0.921 1.732
C 1.963 -0.535 0.870
C -7.197 0.307 0.514
C -1.478 0.229 1.634
C 4.380 -0.880 0.633
C 5.680 -0.340 0.583
C -5.243 2.252 0.156
C 1.564 4.126 -1.185
C 1.554 2.805 -0.987
C 2.152 -4.638 -1.969
C 3.352 -0.257 1.383
C -6.025 0.250 1.304
H -7.939 -0.489 0.667
H 2.920 -4.742 -1.228
H 0.659 -4.589 0.497
H -3.778 0.625 2.811
H 1.666 -2.271 -2.899
H -0.309 -5.195 -0.852
H 1.906 -1.712 0.961
H -0.496 -3.482 -0.289
H 2.714 -4.242 -2.810
H -5.867 -0.500 2.108
H -8.281 1.281 -1.102
H 3.068 1.279 2.797
H 5.375 1.971 3.045
H -4.391 2.979 -0.012
H 0.924 0.029 2.627
H 0.127 5.339 -2.268
H 2.141 4.792 -0.596
H 2.300 2.146 -0.548
H 4.536 -2.644 -0.232
H 6.479 -0.705 -0.086
H -1.105 3.198 -2.851
H 1.694 -5.564 -2.243
H -6.368 2.998 -1.449
H 7.065 1.174 1.449
H -1.499 0.221 2.751
*
```

HOMO-LUMO gap: 6.127 eV
ΔE to the lowest compared entry with this formula, charge and spin: 0.00 kJ/mol

***

Record 8
ORCA calculation (ωB97M-V with the def2-TZVPD basis set) on 2 unconnected molecules or ions with the total composition C4H4FNO.

ORCA input file:
```
! wB97M-V def2-TZVPD RIJCOSX def2/J DEFGRID3
* xyz 0 1
F -1.860 -0.059 1.203
O 2.152 1.069 1.177
N 1.036 0.496 0.578
C -2.386 1.255 -0.785
C 1.128 -0.588 0.029
C 1.038 -1.850 -0.365
C -2.147 0.545 0.147
H 0.521 -2.588 0.090
H -2.699 1.738 -1.736
H 1.071 -2.092 -1.520
H 2.145 2.074 1.182
*
```

structure (SMILES): C=C=NO.C#CF
HOMO-LUMO gap: 9.973 eV
ΔE to the lowest compared entry with this formula, charge and spin: 640.73 kJ/mol

***

Electronic energy for the records above, in order: -198.8616 -534.5567 -304.7427 -2543.9640 -2469.3251 -1682.8853 -4116.3429 -384.4315 a.u.